ORCA calculation (ωB97M-V/def2-TZVPD) on a molecular structure, C3H6N2O.

Geometry as XYZ:
```
12
C3H6N2O ωB97M-V/def2-TZVPD
O 1.575 0.283 1.769
N 0.507 -0.413 -0.141
N -0.763 0.107 -1.995
C -1.384 0.067 0.192
C 0.359 -0.228 -1.607
C 1.315 0.470 0.608
H -1.155 -0.103 1.246
H -1.600 1.103 -0.035
H -2.114 -0.625 -0.207
H 0.588 -1.375 0.191
H 1.292 -0.420 -2.154
H 1.584 1.378 0.044
```

## Properties
HOMO energy (spin up / spin down) (eV): -7.891 / -7.893
Kohn-Sham gap (spin up / spin down) (eV): 7.6 / 7.6
Calculated total energy (eV): -8231.249
ΔE to the lowest compared entry with this formula, charge and spin (eV): 5.450

***

ORCA calculation (ωB97M-V/def2-TZVPD) on a molecular structure, C36H75Br3ClF9N25O18P in a non-equilibrium geometry.

Geometry as XYZ:
```
168
C36H75Br3ClF9N25O18P ωB97M-V/def2-TZVPD
Br -3.860 4.319 0.381
Br -0.170 0.856 2.326
Br -1.899 -1.517 3.671
Cl -1.214 3.796 -4.588
P -2.170 2.886 1.025
F -1.999 -0.312 -3.214
F 0.781 -5.132 0.986
F -0.976 -5.312 2.435
F -5.109 -0.524 -1.142
F 0.131 -0.544 -2.639
F 0.450 -3.430 2.465
F 2.515 2.526 -4.739
F 4.341 2.555 -3.357
F 3.959 0.711 -4.636
O -0.770 3.754 0.683
O 4.951 6.125 -3.119
O -11.356 -0.736 -0.158
O 2.230 1.987 3.462
O 5.716 10.250 -4.108
O 8.619 1.749 9.681
O 2.022 -8.413 -2.797
O 0.062 1.603 -1.007
O -3.656 1.284 -0.329
O 6.387 2.747 5.576
O 4.555 -3.678 -0.933
O 2.541 1.069 -2.873
O -7.024 3.064 0.824
O -4.454 1.050 -2.666
O -2.557 -9.864 5.546
O -5.133 0.290 -4.489
O -7.751 2.859 -8.414
O -1.692 -5.663 -3.713
N -12.299 -2.793 -0.201
N 7.787 10.953 -3.518
N 6.327 -5.062 -0.668
N 1.383 -9.914 -1.225
N -13.553 -0.967 0.337
N -0.022 -5.020 -2.322
N -4.892 -0.022 -3.360
N -8.695 0.690 -0.112
N 3.821 3.227 4.492
N 4.379 -5.461 0.451
N 6.081 12.451 -3.731
N 5.890 4.829 -4.721
N -6.338 1.109 -8.147
N 7.037 1.827 7.541
N -6.710 2.556 -6.426
N 6.338 7.066 -4.642
N 0.451 -5.720 -4.441
N -1.094 -8.902 4.111
N 5.672 0.668 6.131
N -2.590 -7.620 5.251
N 1.727 -0.102 -0.231
N 10.284 2.397 11.072
N 1.701 3.174 5.320
N 0.381 -7.867 -1.337
N 10.765 1.678 8.963
C -2.111 -8.864 5.007
C 9.810 1.929 9.892
C -2.818 -2.437 -1.740
C -1.540 -1.610 -1.282
C -3.233 -3.812 -1.094
C -1.161 -0.260 -2.017
C -4.572 0.851 -1.189
C -6.420 1.740 0.596
C -1.852 0.375 1.317
C 2.498 1.817 -1.627
C -7.622 0.684 0.922
C -3.977 -1.154 1.518
C 1.313 1.311 -0.604
C 5.677 6.015 -4.094
C -12.337 -1.451 -0.017
C -0.501 -5.480 -3.508
C 6.476 11.157 -3.806
C -0.469 3.139 -2.984
C 2.797 -0.115 0.800
C 2.943 -1.648 1.332
C -1.695 2.356 -2.254
C -0.009 4.485 -2.248
C -1.116 -3.691 0.490
C -2.419 -4.469 0.045
C 6.368 1.810 6.365
C -5.959 1.715 -0.928
C -1.199 1.144 -1.236
C 2.564 2.747 4.365
C -2.320 1.203 -0.019
C -2.568 -0.639 1.988
C -0.245 -4.368 1.670
C 3.305 1.736 -3.869
C -6.985 2.218 -7.710
C 5.053 -4.667 -0.418
C 1.309 -8.710 -1.850
C -0.725 -2.330 -0.170
H -0.973 4.958 -1.809
H 0.233 -1.871 0.231
H -4.699 -0.269 1.331
H -13.098 -3.389 -0.088
H -11.416 -3.197 -0.466
H 3.428 -5.206 0.666
H 0.803 -10.168 -0.447
H 2.264 -2.322 0.700
H -0.721 -8.085 3.663
H 0.752 2.841 5.266
H -6.082 2.036 -5.839
H 0.143 -6.064 -5.335
H 0.357 2.465 -3.371
H -8.002 2.998 0.784
H 6.936 6.985 -5.443
H 4.008 -2.042 1.219
H -4.004 -1.854 0.620
H 5.650 -0.105 6.769
H 0.954 -4.865 -2.141
H 11.745 1.822 9.125
H 2.060 -10.572 -1.572
H -2.313 2.022 -3.135
H -6.709 1.226 -1.656
H -2.284 3.174 -1.729
H 5.158 0.610 5.267
H 9.610 2.597 11.792
H -0.339 3.971 1.547
H 3.539 1.706 -1.133
H -14.364 -1.545 0.456
H -4.486 -1.742 2.378
H 0.290 -6.959 -1.772
H 1.431 -5.574 -4.281
H 2.618 0.559 1.702
H 6.746 -5.873 -0.250
H -0.703 -9.804 3.895
H 3.850 0.158 0.391
H 8.419 11.691 -3.268
H 4.778 -6.276 0.879
H -3.346 -7.538 5.910
H 2.399 2.936 -1.860
H 6.209 7.969 -4.209
H 8.126 10.006 -3.560
H -5.566 1.675 1.366
H -5.762 2.765 -1.376
H 2.644 -1.737 2.431
H -13.628 0.026 0.485
H -2.228 -6.793 4.812
H -4.179 -4.358 -1.465
H 6.485 4.727 -5.523
H -8.365 0.124 -0.902
H 0.684 4.328 -1.349
H 1.592 1.912 0.361
H 1.963 3.795 6.064
H 7.028 1.065 8.194
H -3.531 -2.090 -2.564
H 4.497 2.936 3.805
H -8.099 1.077 1.903
H -7.167 3.373 -6.057
H -5.707 0.576 -7.577
H 0.388 5.281 -2.988
H 5.115 12.650 -3.937
H -2.760 -5.457 0.532
H -0.209 -8.102 -0.560
H -0.698 -4.828 -1.597
H 4.105 3.847 5.227
H 6.866 -4.502 -1.307
H 2.027 -0.636 -1.054
H -6.511 0.819 -9.095
H 7.567 2.654 7.758
H 5.420 4.021 -4.349
H 11.259 2.548 11.255
H -9.612 0.388 0.249
H 6.696 13.204 -3.484
H 10.459 1.329 8.070
H -7.221 -0.381 1.037
```

## Properties
HOMO energy (eV): -8.647
Kohn-Sham gap (eV): 8.2
Calculated total energy (eV): -369049.633

***

ORCA calculation (ωB97M-V/def2-TZVPD) on 7 unconnected molecules or ions with the total composition C28H70O14 in a non-equilibrium geometry.

Geometry as XYZ:
```
112
C28H70O14 ωB97M-V/def2-TZVPD
O 8.144 -8.454 -12.617
O 18.294 -13.892 -16.990
O 11.384 -9.323 -11.393
O 14.168 -12.548 -14.251
O 8.518 -7.507 -19.226
O 12.701 -12.466 -11.208
O 11.787 -11.673 -8.724
O 12.183 -9.607 -15.628
O 16.566 -16.547 -16.857
O 15.071 -10.946 -18.508
O 15.887 -10.113 -11.694
O 14.380 -7.598 -12.757
O 14.761 -8.201 -20.017
O 8.295 -7.263 -16.138
C 9.492 -7.867 -16.863
C 14.759 -10.449 -10.904
C 13.138 -6.854 -12.953
C 10.870 -9.077 -15.257
C 7.196 -7.130 -18.692
C 8.129 -7.849 -14.868
C 17.147 -13.529 -16.292
C 15.972 -11.265 -17.450
C 11.156 -11.356 -7.506
C 10.462 -9.049 -12.386
C 15.925 -8.924 -19.748
C 13.929 -12.908 -11.694
C 11.199 -12.714 -9.406
C 16.410 -17.932 -16.520
C 15.668 -9.754 -13.072
C 13.630 -8.380 -19.173
C 9.563 -7.160 -18.265
C 8.980 -9.259 -11.895
C 15.847 -10.501 -19.693
C 12.255 -13.434 -10.206
C 12.380 -10.867 -14.939
C 13.769 -11.448 -15.152
C 18.037 -14.865 -18.016
C 15.478 -13.197 -14.325
C 6.879 -8.032 -12.034
C 14.350 -8.895 -13.303
C 17.831 -16.309 -17.523
C 12.104 -10.594 -11.616
H 14.753 -12.320 -11.287
H 6.523 -7.333 -19.524
H 10.849 -8.430 -14.380
H 15.897 -13.362 -15.318
H 17.137 -18.097 -15.726
H 10.337 -7.692 -16.196
H 11.654 -11.622 -15.240
H 9.265 -8.932 -16.907
H 17.110 -12.440 -16.337
H 16.879 -10.811 -19.533
H 16.451 -18.513 -17.441
H 12.807 -7.781 -19.565
H 10.510 -9.612 -13.319
H 14.057 -12.605 -12.733
H 12.250 -10.804 -13.858
H 10.908 -13.554 -8.776
H 14.095 -13.985 -11.716
H 6.772 -7.632 -17.822
H 17.235 -14.550 -18.684
H 14.479 -10.650 -14.933
H 16.595 -10.433 -17.121
H 11.336 -12.182 -6.818
H 16.174 -13.802 -16.698
H 15.413 -14.054 -13.656
H 13.908 -11.698 -16.204
H 6.037 -8.725 -12.048
H 10.084 -11.341 -7.706
H 10.685 -8.084 -12.841
H 7.494 -7.198 -14.266
H 9.521 -6.077 -18.155
H 12.392 -10.986 -10.640
H 13.534 -9.500 -12.909
H 8.946 -9.159 -10.810
H 16.984 -13.971 -15.309
H 15.836 -10.643 -13.679
H 15.481 -11.100 -20.526
H 13.204 -9.375 -19.306
H 7.560 -8.752 -15.084
H 6.646 -7.134 -12.606
H 16.476 -9.147 -13.479
H 10.499 -7.352 -18.791
H 12.413 -7.426 -12.374
H 16.227 -8.692 -18.727
H 16.756 -8.700 -20.418
H 11.478 -11.398 -12.003
H 13.043 -13.662 -9.489
H 12.935 -10.446 -12.305
H 15.413 -18.234 -16.199
H 11.515 -10.397 -7.133
H 7.007 -7.871 -10.964
H 13.963 -8.085 -18.178
H 9.020 -8.055 -14.274
H 8.794 -10.317 -12.079
H 12.828 -6.801 -13.997
H 11.844 -14.310 -10.709
H 13.233 -5.896 -12.441
H 7.324 -6.052 -18.589
H 14.296 -8.864 -14.391
H 18.988 -14.674 -18.513
H 16.653 -11.999 -17.882
H 18.612 -16.600 -16.820
H 10.294 -12.409 -9.931
H 16.080 -12.446 -13.813
H 10.566 -8.586 -16.181
H 17.978 -16.891 -18.432
H 15.088 -10.943 -9.990
H 14.139 -11.195 -11.402
H 15.347 -11.736 -16.691
H 14.163 -9.587 -10.604
H 10.148 -9.872 -15.073
```

## Properties
HOMO energy (eV): -8.696
SMILES: COCCOC.COCCOC.COCCOC.COCCOC.COCCOC.COCCOC.COCCOC
Kohn-Sham gap (eV): 9.3
Calculated total energy (eV): -58810.955
ΔE to the lowest compared entry with this formula, charge and spin (eV): 21.142

***

ORCA calculation (ωB97M-V/def2-TZVPD) on C6H12O in the gas phase.

Geometry as XYZ:
```
19
C6H12O ωB97M-V/def2-TZVPD
O 0.041 -0.566 0.679
C 0.855 1.288 -1.144
C -1.185 -1.323 0.577
C -0.128 0.738 0.779
C 1.175 1.369 0.376
C 1.534 0.113 -1.838
C -2.084 -1.104 1.769
H -0.863 -2.362 0.478
H 2.077 0.803 0.644
H -2.338 -0.044 1.839
H -0.243 1.148 -1.196
H 1.407 -0.799 -1.247
H -1.671 -1.024 -0.359
H 1.027 2.241 -1.650
H 1.098 -0.061 -2.827
H -1.569 -1.403 2.687
H 2.608 0.281 -1.961
H 1.259 2.401 0.727
H -2.998 -1.696 1.667
```

## Properties
HOMO energy (eV): -8.206
Kohn-Sham gap (eV): 9.3
Calculated total energy (eV): -8461.194
ΔE to the lowest compared entry with this formula, charge and spin (eV): 3.160

***

ORCA calculation (ωB97M-V/def2-TZVPD) on a molecular structure, C22H21BF2N2ORh.

Geometry as XYZ:
```
50
C22H21BF2N2ORh ωB97M-V/def2-TZVPD
Rh -0.888 -2.328 -0.800
F -3.639 -1.745 -0.203
F -3.416 -3.967 -0.643
O -0.799 -0.159 -0.911
N 1.716 -2.822 0.596
N 1.156 -2.773 -0.696
C -0.948 6.255 0.425
C -1.580 -2.704 2.174
C 1.137 -2.862 2.875
C -0.587 2.153 -2.393
C -0.779 2.748 -1.024
C 0.189 -2.856 3.852
C 2.021 -2.625 -1.692
C -1.017 0.536 0.099
C -1.173 -2.787 3.512
C 2.377 -2.395 -4.077
C -1.132 3.980 1.460
C 3.432 -2.505 -1.471
C 4.270 -2.333 -2.543
C 1.520 -2.579 -3.030
C 0.753 -2.780 1.491
C -0.661 -2.663 1.148
C -0.972 1.968 0.148
C -1.147 2.598 1.405
C -1.336 1.879 2.723
C -0.778 4.123 -0.905
C -0.953 4.758 0.323
C 3.758 -2.273 -3.843
B -2.866 -2.783 -0.493
H -0.501 2.950 -3.129
H -1.921 -2.794 4.293
H 0.311 1.537 -2.437
H -2.302 2.149 3.151
H 1.997 -2.358 -5.088
H -0.639 4.726 -1.794
H -1.285 0.796 2.682
H 0.460 -2.719 -3.215
H -1.423 1.511 -2.670
H -0.153 6.589 1.094
H -1.261 4.469 2.420
H 3.800 -2.553 -0.460
H -0.570 2.211 3.424
H 2.191 -2.946 3.102
H -1.891 6.613 0.840
H 5.336 -2.247 -2.382
H -1.270 0.009 1.021
H 0.479 -2.918 4.892
H -2.643 -2.662 1.975
H -0.799 6.724 -0.545
H 4.431 -2.146 -4.680
```

## Properties
2S+1: 5
HOMO energy (spin up / spin down) (eV): -10.349 / -11.988
Kohn-Sham gap (spin up / spin down) (eV): 6.8 / 6.1
Calculated total energy (eV): -37294.683
Expectation value of S²: 6.08
ΔE to the lowest compared entry with this formula, charge and spin (eV): 0.970
Net charge: +1

***

ORCA calculation (ωB97M-V/def2-TZVPD) on C4H6OS in the gas phase in a non-equilibrium geometry.

Geometry as XYZ:
```
12
C4H6OS ωB97M-V/def2-TZVPD
S -0.335 1.948 -1.198
O 0.254 -0.976 0.719
C -0.221 0.218 1.218
C 0.396 0.484 -0.811
C -0.802 0.800 0.016
C 0.474 -0.911 -0.669
H -1.609 0.081 -0.347
H 0.697 0.716 1.731
H -0.380 -1.458 -1.107
H -1.090 0.116 1.911
H 1.300 -1.494 -1.185
H 1.315 0.475 -0.279
```

## Properties
HOMO energy (eV): -9.056
SMILES: C1OC[C@H]2S[C@H]12
Kohn-Sham gap (eV): 9.9
Calculated total energy (eV): -17122.728
ΔE to the lowest compared entry with this formula, charge and spin (eV): 5.402